[1]
Here is 7 unconnected molecules or ions with the total composition C36H96F2N15O11P5 from the Open Molecules 2025 dataset. Energies are from the ωB97M-V functional and the def2-TZVPD basis.

The geometry in ORCA input format:
```
! wB97M-V def2-TZVPD RIJCOSX def2/J DEFGRID3
* xyz 0 1
P -0.054 -6.334 5.166
P 4.679 2.065 3.626
P -6.003 0.118 5.789
P -2.598 -3.249 -5.007
P 6.017 5.371 -7.064
F -7.635 4.481 -3.110
F -2.613 4.023 0.258
O -0.514 -6.617 6.559
O -8.661 3.837 -4.985
O -2.758 -2.820 -3.562
O 4.926 5.693 -8.008
O -7.630 5.209 -6.295
O -2.600 2.854 -1.685
O -0.583 2.725 -2.697
O 3.191 2.404 3.687
O -9.732 4.477 -6.725
O -0.927 1.715 -0.760
O -4.889 -0.296 4.951
N 5.213 0.958 2.389
N -7.560 -0.220 5.142
N 0.586 -7.635 4.240
N -6.077 1.810 5.958
N -1.393 -5.855 4.108
N 5.360 1.387 5.077
N -2.653 -4.938 -5.269
N -3.894 -2.632 -6.004
N 5.946 3.684 -6.632
N 1.115 -5.065 4.968
N -6.053 -0.365 7.495
N 5.741 3.442 3.330
N -1.121 -2.714 -5.784
N 7.736 5.701 -7.426
N 5.796 6.129 -5.610
C -7.494 4.079 -4.330
C 1.100 -8.794 5.022
C -8.019 0.269 3.819
C -4.902 2.762 5.984
C -5.477 0.331 8.523
C -1.345 2.455 -1.798
C 2.526 -5.304 5.190
C -2.729 -6.391 4.394
C -2.198 -5.621 -6.522
C -1.932 1.719 0.178
C 4.738 2.911 -6.520
C 5.872 3.938 1.899
C -5.819 -1.833 7.697
C -4.426 -3.221 -7.174
C 6.583 0.744 5.265
C 6.585 5.682 -4.488
C -8.173 -1.542 5.438
C -1.095 -5.342 2.786
C 4.596 1.190 1.016
C -7.309 2.390 6.541
C 4.558 6.742 -5.387
C 6.572 4.084 4.322
C 0.810 -3.612 5.229
C -6.700 4.957 -5.237
C -8.786 4.582 -6.009
C 7.126 2.841 -6.270
C 8.378 4.976 -8.551
C -1.132 -1.730 -6.772
C 8.468 6.933 -6.963
C 5.906 -0.338 2.401
C -2.887 2.879 -0.339
C 0.241 -3.132 -5.377
C 4.721 1.674 6.294
C -2.995 -5.835 -4.122
C 1.236 -7.424 2.947
C -4.905 -1.753 -5.376
H -3.483 -5.640 4.158
H 6.456 -0.327 5.110
H -8.480 -1.750 6.463
H 3.784 5.977 -5.452
H 4.569 2.762 -5.454
H 6.093 4.205 5.294
H 6.914 -0.148 2.770
H 2.044 -6.707 3.086
H 4.930 2.013 -7.108
H 0.786 -3.195 -6.318
H -4.451 0.587 8.260
H 3.946 0.918 6.419
H -1.828 -6.607 -6.241
H -7.443 -2.264 5.072
H 7.687 4.209 -8.900
H 8.795 6.746 -5.940
H -2.934 -7.194 3.685
H -5.468 -0.339 9.383
H 4.469 7.243 -4.423
H -9.096 0.162 3.690
H 7.527 5.340 -4.916
H 2.014 -9.150 4.548
H -5.773 -2.284 -4.985
H 1.611 -8.409 2.669
H -4.275 2.540 5.121
H -3.579 -3.178 -7.859
H 1.469 -8.396 5.967
H -1.437 -5.971 1.964
H -3.489 -5.265 -3.335
H -8.957 -1.700 4.696
H 7.890 7.853 -7.060
H -4.787 -4.215 -6.909
H 6.845 5.025 3.845
H -3.775 -6.473 -4.537
H 6.208 4.728 -4.118
H 4.443 7.535 -6.126
H 0.571 -7.252 2.101
H -7.548 1.727 7.373
H -5.077 -2.082 8.456
H 3.060 -5.121 4.257
H -1.590 1.971 1.181
H 2.746 -6.329 5.488
H 6.778 2.195 -5.465
H 6.670 3.432 1.356
H 6.000 -0.879 1.459
H 4.245 2.654 6.261
H -7.642 -0.411 3.055
H -3.942 2.721 -0.113
H -2.734 -6.718 5.433
H 7.547 2.290 -7.112
H -2.062 -1.636 -7.333
H -6.589 5.785 -4.537
H 7.344 1.309 4.726
H -2.178 -6.374 -3.642
H 0.446 -9.617 5.311
H -5.751 4.500 -5.519
H -2.951 -5.684 -7.307
H -5.132 3.828 6.011
H -6.724 -2.284 8.104
H 5.394 -0.948 3.145
H -1.012 -0.795 -6.226
H 6.778 6.448 -3.736
H 5.293 1.607 0.289
H -7.055 3.083 -4.376
H -1.546 -4.374 2.566
H 6.927 0.890 6.289
H 4.912 3.772 1.409
H 4.056 3.574 -7.052
H -1.370 -5.039 -6.928
H 1.423 -2.867 4.721
H 0.067 -4.141 -5.002
H 2.909 -4.788 6.070
H -0.154 -3.268 4.854
H 0.762 -2.406 -4.754
H 0.613 -3.464 6.290
H -7.110 3.322 7.070
H 9.176 4.436 -8.042
H -4.358 2.447 6.874
H -6.070 1.208 8.784
H -0.396 -1.874 -7.564
H -4.394 -1.132 -4.640
H -2.444 0.756 0.190
H 9.450 7.149 -7.384
H -8.168 2.436 5.873
H -5.664 -2.343 6.746
H -5.225 -2.595 -7.571
H 3.802 1.934 0.952
H 5.942 5.026 1.879
H 7.910 3.454 -5.825
H -5.542 -1.066 -5.934
H 4.407 0.236 0.524
H -7.788 1.316 3.623
H -0.051 -5.049 2.675
H 5.412 1.616 7.135
H 8.810 5.531 -9.383
H 7.536 3.637 4.565
*
```

Values from the calculation:
SMILES ... CN(C)P(=O)(N(C)C)N(C)C.CN(C)P(=O)(N(C)C)N(C)C.CN(C)P(=O)(N(C)C)N(C)C.CN(C)P(=O)(N(C)C)N(C)C.CN(C)P(=O)(N(C)C)N(C)C.O=C1OC[C@@H](F)O1.O=C1OC[C@@H](F)O1
E_tot ... -135640.2733 eV
Molar mass ... 1108.12 u
Orbital gap ... 8.38 eV

Atomic partial charges in e from the Mulliken method, atoms 1 to 4: number 1, P, carries 0.49; number 2, P, carries 0.26; number 3, P, carries 0.40; number 4, P, carries 0.51

---

[2]
Here is 12 unconnected molecules or ions with the total composition C36H96O12 from the Open Molecules 2025 dataset. Energies are from the ωB97M-V functional and the def2-TZVPD basis.

The geometry in ORCA input format:
```
! wB97M-V def2-TZVPD RIJCOSX def2/J DEFGRID3
* xyz 1 2
O 2.167 1.136 5.500
O -2.629 0.311 -2.348
O -1.267 -0.968 -0.350
O -0.830 -0.548 -5.012
O 2.252 3.608 -1.866
O 3.594 1.306 -2.143
O 5.893 0.476 -0.558
O -0.980 -2.219 6.519
O -2.365 -2.847 1.329
O -4.440 -4.596 -4.194
O 0.386 5.210 -3.104
O 1.526 -3.263 5.476
C -0.325 -0.591 -7.346
C -4.628 1.449 -3.003
C -0.400 4.245 -5.160
C 0.107 -0.540 1.497
C 2.406 4.314 -0.685
C -2.635 -0.109 -6.419
C -3.574 -2.428 3.368
C -1.201 3.580 -2.906
C -0.987 -0.816 6.678
C -3.757 -4.504 -3.050
C 2.593 1.220 -4.262
C -3.909 0.665 -1.908
C 0.039 -0.645 -0.026
C -3.475 -2.979 -2.716
C -1.150 0.070 -6.254
C 3.653 0.578 -3.359
C 1.163 -4.024 4.303
C -0.887 -0.186 5.248
C -4.625 -5.158 -2.023
C 7.066 0.357 1.511
C -3.753 1.417 -0.609
C 3.272 -0.808 -3.043
C -3.503 -2.106 1.895
C 3.590 3.794 0.145
C 0.445 0.558 -0.913
C 2.425 -4.290 3.504
C -4.748 -2.413 1.143
C 4.860 -0.771 1.284
C 1.037 4.357 0.095
C 1.946 3.534 5.034
C 2.764 2.233 4.852
C -2.182 -0.463 7.492
C 5.687 0.447 0.848
C 0.402 -5.261 4.800
C -0.745 4.708 -3.792
C 3.007 1.753 3.418
H 3.237 2.186 -2.283
H 3.896 1.124 3.455
H -0.597 0.235 1.800
H 1.898 3.742 6.103
H -0.036 4.995 -5.862
H -4.727 1.774 -0.274
H 7.685 -0.469 1.161
H 0.320 3.428 -5.120
H 0.996 5.111 0.880
H -2.037 -0.728 8.539
H -2.921 -2.846 -1.787
H 0.056 -0.480 4.786
H -3.149 0.182 -5.503
H -2.853 -5.113 -3.018
H 4.789 -0.827 2.370
H -2.250 -0.177 -1.613
H -4.404 -2.423 -2.592
H -4.121 -3.357 3.532
H 1.115 -0.335 1.859
H 0.737 -0.425 -7.164
H 3.839 -0.627 0.931
H -2.975 -1.120 -6.644
H -0.186 -1.466 1.991
H -4.676 -2.305 0.061
H -2.600 -2.487 3.855
H 0.727 -2.873 5.839
H -3.110 -0.877 7.097
H 3.779 2.481 5.163
H 1.041 -5.942 5.362
H 4.534 4.045 -0.339
H -4.984 -3.466 1.289
H -1.573 -1.676 0.222
H 5.264 1.408 1.142
H 1.614 4.118 -2.371
H -4.720 -6.225 -2.225
H -1.236 -2.550 7.383
H -5.627 -4.742 -2.125
H -0.472 2.805 -2.670
H 3.229 2.606 2.777
H 3.245 -4.733 4.069
H 3.482 2.721 0.300
H -1.575 3.939 -1.948
H -5.558 -1.774 1.494
H 2.444 4.334 4.487
H -4.232 -4.950 -1.028
H 5.220 -1.738 0.934
H 1.689 1.488 -3.715
H 3.510 4.259 1.127
H -5.603 1.855 -2.734
H 5.079 0.776 -0.970
H -1.714 -0.506 4.614
H -2.567 -3.758 1.555
H 0.184 4.543 -0.558
H -2.017 3.085 -3.433
H 4.042 -1.169 -2.361
H 2.211 1.168 2.956
H -0.818 1.108 -6.225
H -0.068 -5.824 3.993
H 6.858 0.083 2.545
H -0.415 -1.676 -7.396
H -2.874 -2.529 -3.506
H -1.476 5.516 -3.835
H 2.676 -3.465 2.838
H 0.678 -1.421 -0.448
H -3.994 2.300 -3.251
H 1.525 0.670 -0.825
H 2.683 5.322 -0.992
H -0.123 -0.499 7.261
H -3.292 0.826 0.183
H -3.020 0.383 -7.312
H 2.396 0.647 -5.168
H -4.714 0.793 -3.870
H 4.657 0.615 -3.783
H -3.110 2.265 -0.845
H 3.005 2.141 -4.674
H -4.453 -0.254 -1.687
H -1.438 -0.339 -4.299
H 2.172 -5.029 2.744
H -1.150 3.721 -5.752
H -0.448 -5.123 5.468
H 0.915 3.360 4.727
H -4.157 -1.699 3.931
H 0.856 3.403 0.590
H -0.084 1.464 -0.619
H -3.812 -4.408 -4.895
H 0.594 6.041 -3.539
H -3.204 -1.060 1.824
H -2.337 0.616 7.485
H 0.461 -3.374 3.780
H 0.146 0.324 -1.935
H 2.823 0.458 5.679
H 7.636 1.285 1.451
H 3.354 -1.520 -3.865
H -0.493 -0.113 -8.311
H 2.321 -0.936 -2.526
H -0.899 0.897 5.367
*
```

Values from the calculation:
E_tot ... -63448.3728 eV
⟨S²⟩ ... 0.754
Molar mass ... 721.15 u
Orbital gap (spin up / spin down) ... 9.70 / 2.16 eV

Atomic partial charges in e from the Mulliken method, atoms 1 to 4: number 1, O, carries -0.45; number 2, O, carries 0.93; number 3, O, carries -0.31; number 4, O, carries -0.58

---

[3]
Here is 10 unconnected molecules or ions with the total composition C36H97N5O13 from the Open Molecules 2025 dataset. Energies are from the ωB97M-V functional and the def2-TZVPD basis.

The geometry in ORCA input format:
```
! wB97M-V def2-TZVPD RIJCOSX def2/J DEFGRID3
* xyz 0 1
O -0.304 3.762 3.957
O 2.163 -5.419 2.571
O -3.330 -1.099 1.033
O -0.139 -2.890 5.969
O -1.046 -3.993 -2.179
O -0.761 4.790 -3.661
O -1.208 0.915 -0.272
O 2.245 2.335 -0.198
O 3.422 -2.140 -0.750
O -2.018 0.526 -3.070
O 5.133 1.964 -4.357
O 2.491 5.729 -3.763
O -1.905 -7.309 6.993
N -2.885 2.559 1.629
N 0.494 -5.509 4.933
N 2.109 5.545 -0.146
N 1.666 3.060 -4.475
N -2.726 -1.780 -4.556
C -4.863 -1.197 2.930
C -0.364 -0.232 -0.335
C 2.782 2.252 -4.005
C -1.127 -4.194 -0.778
C 2.166 6.555 -4.855
C -1.365 -6.794 5.786
C -4.545 -0.593 1.566
C 3.151 1.293 -0.477
C 1.824 4.483 0.821
C 1.917 -5.207 4.991
C 2.473 -2.663 -1.663
C 2.991 -3.817 -2.495
C -1.076 2.840 3.217
C 2.128 6.238 -2.497
C -0.016 -6.193 6.135
C -3.198 -7.839 6.831
C 2.784 3.299 0.670
C 3.999 2.681 -4.797
C 6.308 2.320 -5.033
C 0.344 2.679 -4.027
C -2.029 -3.103 -2.658
C -3.233 4.134 3.420
C -1.677 -2.717 -4.089
C -0.830 -1.887 3.934
C 2.446 -4.710 1.386
C -0.298 -2.119 -4.173
C -1.300 -2.618 5.188
C -4.353 0.574 -2.356
C 0.132 -0.535 1.070
C -0.720 3.653 -4.516
C 0.656 3.123 4.784
C 2.037 5.069 -1.516
C -3.167 1.364 -2.852
C 2.383 -4.574 3.694
C -1.745 5.709 -4.085
C -2.206 3.574 2.468
H -2.613 -1.557 -5.542
H 1.819 4.064 -4.353
H 2.540 1.218 -4.276
H -0.142 -5.466 6.939
H 0.781 4.157 0.770
H 0.997 0.100 1.275
H -4.067 -0.005 -1.476
H -0.209 -1.333 -3.416
H -1.217 -7.648 5.111
H 2.215 -4.505 5.778
H 2.789 7.455 -4.809
H -3.156 -8.637 6.072
H 1.699 -3.931 1.186
H 0.038 1.690 -4.375
H 2.978 2.866 1.662
H -0.961 -1.083 -0.683
H -1.763 -3.609 -4.721
H -2.098 -4.623 -0.511
H 2.844 4.370 -1.741
H -0.466 2.354 2.448
H -2.308 -0.167 -3.711
H -1.781 4.406 1.908
H -5.048 -2.263 2.781
H -5.416 -0.800 0.932
H -2.891 -0.357 0.596
H 0.482 -2.841 -3.930
H 0.714 -6.944 6.455
H 3.416 -4.206 1.353
H 0.065 -3.826 5.780
H 2.645 0.614 -1.158
H 2.261 6.037 -5.803
H 1.063 3.783 5.547
H 1.764 -3.681 3.549
H -3.211 1.885 2.317
H -0.347 -4.854 -0.409
H 2.203 -4.303 -3.075
H -1.857 -3.516 4.908
H 3.800 -3.526 -3.169
H 3.371 -4.626 -1.865
H -3.962 -7.129 6.508
H 1.424 2.732 4.114
H 1.438 6.295 -0.022
H 2.856 6.961 -2.113
H 3.838 2.564 -5.873
H 2.874 2.307 -2.914
H 3.427 0.774 0.447
H 0.335 2.692 -2.925
H -2.895 2.208 -2.214
H -2.000 -2.000 5.753
H -1.035 -3.212 -0.303
H 4.094 1.603 -0.942
H 2.531 -6.089 5.238
H 6.660 3.324 -4.776
H 3.768 3.687 0.375
H -2.044 -6.040 5.378
H 1.155 6.729 -2.595
H -3.012 -3.588 -2.609
H -4.021 4.739 2.968
H -4.410 0.478 1.736
H -3.359 1.831 -3.828
H -1.551 2.115 3.889
H 7.082 1.604 -4.757
H 1.096 4.544 -1.720
H -5.201 1.235 -2.173
H 4.158 3.750 -4.585
H -4.030 -0.978 3.600
H 0.519 -1.549 1.160
H -3.592 -2.317 -4.542
H -2.706 4.827 4.089
H 2.398 -5.413 0.553
H 0.459 -6.143 4.138
H -0.673 -0.277 1.753
H -2.199 2.054 1.067
H 2.176 -1.770 -2.228
H 0.465 0.004 -1.004
H -4.654 -0.179 -3.086
H -1.644 -1.665 3.242
H -3.460 -8.372 7.743
H 1.547 -3.073 -1.249
H -1.911 6.455 -3.310
H 2.038 4.905 1.805
H -0.028 -1.729 -5.156
H -0.408 -0.923 4.238
H 6.195 2.247 -6.121
H 1.155 6.978 -4.801
H 0.178 2.326 5.366
H -1.694 3.160 -4.526
H -1.451 1.119 -1.182
H -2.698 5.208 -4.278
H -3.744 3.430 4.083
H -0.473 3.975 -5.533
H -5.771 -0.806 3.391
H 4.054 -1.555 -1.169
H -2.057 -2.204 -2.033
H 0.006 -2.401 3.463
H -1.408 6.218 -4.994
H 3.424 -4.251 3.777
*
```

Values from the calculation:
SMILES ... COC[C@H](C)N.COC[C@H](C)N.COCCNCCOC.COCCNCCOC.COCCNCCOC.CCO.CCO.CCO.CCO.CCO
E_tot ... -72967.1721 eV
Molar mass ... 808.19 u
Orbital gap ... 8.65 eV

Atomic partial charges in e from the Mulliken method, atoms 1 to 4: number 1, O, carries -0.43; number 2, O, carries -0.44; number 3, O, carries -0.21; number 4, O, carries -0.66